The following is a quantum chemistry calculation of a gas-phase ion, C5H15N2 (charge +1) in a non-equilibrium geometry, from the OMol25 dataset.

The value obtained for the relative energy (zero: lowest compared OMol25 entry of this formula, charge and spin) is 121.4 kJ/mol. The LUMO energy comes out at -3.7 eV. Its HOMO-LUMO gap is 8.2 eV. For the HOMO energy, the calculation gives -11.88 eV.

```
! RIJCOSX wB97M-V def2-TZVPD def2/J DEFGRID3
* xyz 1 1
C 1.206 -1.307 0.452
C 0.743 -0.227 -0.479
C -0.748 -0.293 -0.928
C -1.671 0.096 0.232
N -1.194 1.271 0.956
C -1.386 2.517 0.238
N 2.510 -1.937 -0.096
H 0.529 -2.157 0.529
H 1.459 -0.992 1.455
H 0.879 0.767 -0.058
H 1.317 -0.173 -1.407
H -0.987 -1.309 -1.236
H -0.783 0.443 -1.722
H -1.649 -0.733 0.954
H -2.699 0.224 -0.049
H -1.621 1.358 1.850
H -2.152 3.209 0.605
H -1.577 2.358 -0.825
H -0.513 3.151 0.242
H 2.785 -2.762 0.429
H 3.252 -1.242 -0.103
H 2.298 -2.261 -1.038
*
```

Want to see where the charge sits? The Mulliken charges in e are:
1 C -0.66
2 C -0.59
3 C -0.74
4 C -0.73
5 N -0.27
6 C -0.97
7 N -0.30
8 H 0.42
9 H 0.33
10 H 0.32
11 H 0.53
12 H 0.38
13 H 0.29
14 H 0.38
15 H 0.39
16 H 0.25
17 H 0.34
18 H 0.27
19 H 0.33
20 H 0.35
21 H 0.34
22 H 0.36


The following is a quantum chemistry calculation of 2 unconnected molecules or ions with the total composition C4H14N2O in a non-equilibrium geometry, from the OMol25 dataset.

The value obtained for the relative energy (zero: lowest compared OMol25 entry of this formula, charge and spin) is 237.8 kJ/mol. The LUMO energy comes out at 0.8 eV. Its HOMO-LUMO gap is 9.8 eV. For the HOMO energy, the calculation gives -8.94 eV.

```
! RIJCOSX wB97M-V def2-TZVPD def2/J DEFGRID3
* xyz 0 1
C 1.030 1.498 -0.300
N -0.106 1.730 -1.161
C 1.147 0.023 0.289
C -0.021 -0.334 1.192
C 0.232 -1.379 2.245
N -0.831 -1.867 3.081
H 1.085 2.304 0.524
H 1.898 1.488 -0.928
H -0.262 0.932 -1.678
H -0.916 2.056 -0.520
H 2.110 0.052 0.941
H 1.203 -0.693 -0.582
H -0.723 -0.812 0.451
H -0.305 0.687 1.642
H 0.821 -2.223 2.089
H 0.956 -0.748 2.823
H -1.371 -2.538 2.598
H -1.375 -1.232 3.549
H -2.301 0.187 -5.629
H -0.920 0.851 -5.174
O -1.350 0.016 -5.454
*
```

Want to see where the charge sits? The Mulliken charges in e are:
1 C -0.88
2 N -0.53
3 C -0.42
4 C -0.16
5 C -0.83
6 N -0.55
7 H 0.37
8 H 0.38
9 H 0.24
10 H 0.26
11 H 0.30
12 H 0.26
13 H 0.12
14 H 0.22
15 H 0.48
16 H 0.34
17 H 0.20
18 H 0.19
19 H 0.33
20 H 0.33
21 O -0.66


The following is a quantum chemistry calculation of a molecular structure, C9H9NO3 in a non-equilibrium geometry, from the OMol25 dataset.

The value obtained for the relative energy (zero: lowest compared OMol25 entry of this formula, charge and spin) is 535.5 kJ/mol. The LUMO energy comes out at -0.1 eV. Its HOMO-LUMO gap is 8.6 eV. For the HOMO energy, the calculation gives -8.71 eV.

```
! RIJCOSX wB97M-V def2-TZVPD def2/J DEFGRID3
* xyz 0 1
C -1.081 -3.671 -0.587
C -0.186 -1.692 0.458
C 0.494 0.593 -1.981
C 0.941 1.253 -0.704
C 1.357 2.626 -0.409
C 0.767 3.222 0.702
C 0.073 2.401 1.679
C -0.290 1.113 1.414
C 0.060 0.603 0.240
H -1.687 -4.540 -0.248
H -1.632 -2.911 -1.323
H -0.043 -3.924 -1.015
H 0.899 -2.101 0.535
H -0.460 -1.282 1.485
H 1.750 3.218 -1.273
H 0.989 4.459 0.829
H 0.099 3.203 2.521
H -1.406 0.574 1.965
N -0.373 -0.510 -0.226
O -0.932 -2.811 0.624
O -0.118 -0.539 -1.584
O 0.779 0.718 -3.102
*
```

Want to see where the charge sits? The Mulliken charges in e are:
1 C -0.57
2 C -0.33
3 C 0.54
4 C 0.02
5 C -0.61
6 C -0.17
7 C -0.33
8 C -0.31
9 C 0.37
10 H 0.24
11 H 0.24
12 H 0.26
13 H 0.47
14 H 0.11
15 H 0.34
16 H 0.19
17 H 0.23
18 H 0.18
19 N 0.32
20 O -0.36
21 O -0.26
22 O -0.55


The following is a quantum chemistry calculation of C3H8P2 in the gas phase in a non-equilibrium geometry, from the OMol25 dataset.

The value obtained for the relative energy (zero: lowest compared OMol25 entry of this formula, charge and spin) is 164.0 kJ/mol. The LUMO energy comes out at 0.5 eV. Its HOMO-LUMO gap is 9.6 eV. For the HOMO energy, the calculation gives -9.07 eV.

```
! RIJCOSX wB97M-V def2-TZVPD def2/J DEFGRID3
* xyz 0 1
C 1.012 1.015 0.822
C -0.988 -1.760 -0.834
C -1.117 -0.220 -0.645
P 0.641 0.519 -0.695
P 2.921 1.933 1.402
H 0.359 1.023 1.593
H -0.802 -2.381 0.183
H -1.934 -2.085 -1.215
H -0.171 -2.123 -1.452
H -1.770 0.199 0.272
H -1.722 0.094 -1.514
H 3.016 2.837 0.384
H 2.304 2.975 2.257
*
```

Want to see where the charge sits? The Mulliken charges in e are:
1 C -0.35
2 C -1.06
3 C -0.45
4 P -0.10
5 P -0.04
6 H 0.37
7 H 0.24
8 H 0.31
9 H 0.35
10 H 0.30
11 H 0.31
12 H 0.05
13 H 0.06


The following is a quantum chemistry calculation of a molecular structure, C4H7O3Sm in a non-equilibrium geometry, from the OMol25 dataset.

The value obtained for the relative energy (zero: lowest compared OMol25 entry of this formula, charge and spin) is 57.9 kJ/mol. The LUMO energy (spin up / spin down) comes out at -3.8 / -3.7 eV. Its HOMO-LUMO gap (spin up / spin down) is 6.2 / 8.6 eV. For the HOMO energy (spin up / spin down), the calculation gives -9.98 / -12.36 eV.

```
! RIJCOSX wB97M-V def2-TZVPD def2/J DEFGRID3
* xyz 1 7
O 3.428 0.636 -0.004
C 4.260 -0.252 0.040
H 5.334 -0.007 0.019
H 3.964 -1.313 0.131
O -0.917 1.792 0.011
C -2.196 1.373 -0.016
C -2.584 -0.058 -0.033
O -1.942 -1.116 0.115
C -0.447 -1.251 -0.002
Sm 0.947 0.740 0.025
H -2.784 1.748 -0.894
H -2.819 1.741 0.839
H -3.668 -0.224 -0.125
H -0.335 -1.846 -0.919
H -0.240 -1.961 0.812
*
```

Want to see where the charge sits? The Mulliken charges in e are:
1 O -0.47
2 C 0.00
3 H 0.29
4 H 0.19
5 O -0.74
6 C -0.21
7 C 0.12
8 O -0.20
9 C -1.04
10 Sm 1.42
11 H 0.32
12 H 0.32
13 H 0.40
14 H 0.31
15 H 0.28


The following is a quantum chemistry calculation of 4 unconnected molecules or ions with the total composition C8H11Cl6N in a non-equilibrium geometry, from the OMol25 dataset.

The value obtained for the relative energy (zero: lowest compared OMol25 entry of this formula, charge and spin) is 84.9 kJ/mol. The LUMO energy comes out at 0.4 eV. Its HOMO-LUMO gap is 10.4 eV. For the HOMO energy, the calculation gives -9.94 eV.

```
! RIJCOSX wB97M-V def2-TZVPD def2/J DEFGRID3
* xyz 0 1
N 0.982 -1.486 0.429
C 1.548 -0.428 -0.323
C 2.912 -0.244 -0.495
C 3.755 -1.140 0.076
C 3.228 -2.292 0.693
C 1.860 -2.462 0.771
H 0.835 0.263 -0.750
H 3.273 0.618 -1.036
H 4.827 -1.023 0.016
H 3.951 -3.020 1.028
H 1.505 -3.292 1.363
C -2.553 0.208 -5.739
Cl -2.943 -1.023 -6.911
Cl -0.801 0.707 -5.599
H -3.158 1.105 -5.870
H -2.727 -0.355 -4.822
C 0.235 0.639 4.630
Cl 1.511 1.197 5.783
Cl -1.359 1.067 5.201
H 0.514 0.990 3.637
H 0.296 -0.446 4.708
C -3.443 1.985 0.712
Cl -4.653 2.796 1.629
Cl -3.645 2.209 -1.058
H -2.508 2.496 0.943
H -3.444 0.929 0.983
*
```

Want to see where the charge sits? The Mulliken charges in e are:
1 N -0.50
2 C -0.23
3 C -0.38
4 C -0.17
5 C -0.26
6 C -0.29
7 H 0.42
8 H 0.35
9 H 0.36
10 H 0.34
11 H 0.36
12 C -0.21
13 Cl -0.14
14 Cl -0.16
15 H 0.29
16 H 0.22
17 C -0.17
18 Cl -0.17
19 Cl -0.14
20 H 0.25
21 H 0.22
22 C -0.21
23 Cl -0.14
24 Cl -0.15
25 H 0.22
26 H 0.28


The following is a quantum chemistry calculation of 2 unconnected molecules or ions with the total composition Cl3H5Si3 in a non-equilibrium geometry, from the OMol25 dataset.

The value obtained for the relative energy (zero: lowest compared OMol25 entry of this formula, charge and spin) is 356.8 kJ/mol. The LUMO energy comes out at -1.0 eV. Its HOMO-LUMO gap is 7.2 eV. For the HOMO energy, the calculation gives -8.20 eV.

```
! RIJCOSX wB97M-V def2-TZVPD def2/J DEFGRID3
* xyz 0 1
Si -1.746 -0.456 -1.418
Si 0.234 0.582 1.895
Si 1.940 0.363 0.536
Cl 2.481 1.816 -0.791
Cl 0.059 -0.859 -1.396
Cl 3.315 -1.191 -0.129
H -2.537 -0.092 -0.213
H -2.709 -1.455 -1.807
H -1.946 0.621 -2.338
H 1.118 1.242 2.919
H -0.209 -0.570 2.741
*
```

Want to see where the charge sits? The Mulliken charges in e are:
1 Si 0.44
2 Si 0.04
3 Si 0.56
4 Cl -0.17
5 Cl -0.03
6 Cl -0.28
7 H -0.12
8 H -0.14
9 H -0.13
10 H -0.11
11 H -0.07


Question: Which value of relative energy (zero: lowest compared OMol25 entry of this formula, charge and spin) does entry 1 give?
Answer: 121.4 kJ/mol


Question: relative energy (zero: lowest compared OMol25 entry of this formula, charge and spin) of number 5 (C4H7O3Sm)?
Answer: 57.9 kJ/mol